Version one
Below is the molecule C3H4OS, with properties calculated with the ωB97M-V functional and the def2-TZVPD basis.

CARTESIAN COORDINATES (ANGSTROEM)
S -1.758 -0.811 -0.622
O -0.545 -1.936 1.503
C 0.089 -0.417 -0.360
C 0.367 1.078 0.017
C -0.524 -1.296 0.549
H 1.484 1.191 0.178
H 0.706 -0.813 -1.215
H -0.229 1.444 0.840
H 0.410 1.560 -0.891

Properties
- Charge: 0
- SMILES string: C[C@@H]1SC1=O
- Gap between HOMO and LUMO: 10.196 eV
- E_HOMO: -0.35160 Eh

The computed Mulliken charges, all in e, follow: number 1, S, carries -0.163; number 2, O, carries -0.394; number 3, C, carries -0.003; number 4, C, carries -1.054; number 5, C, carries 0.270; number 6, H, carries 0.310; number 7, H, carries 0.339; number 8, H, carries 0.331; number 9, H, carries 0.364

***

Version two
Below is the molecule C3H4OS, with properties calculated with the ωB97M-V functional and the def2-TZVPD basis.

CARTESIAN COORDINATES (ANGSTROEM)
S -0.700 1.037 1.124
O -1.592 1.086 2.269
C -0.039 0.044 -1.403
C 0.348 -0.277 1.007
C 0.776 -0.356 -0.413
H 1.650 -0.914 -0.570
H -1.065 0.536 -1.330
H 0.230 -0.977 1.758
H 0.393 -0.178 -2.442

Properties
- Charge: 0
- Gap between HOMO and LUMO: 8.419 eV
- E_HOMO: -0.32920 Eh

The computed Mulliken charges, all in e, follow: number 1, S, carries 0.351; number 2, O, carries -0.516; number 3, C, carries -0.579; number 4, C, carries -0.349; number 5, C, carries -0.076; number 6, H, carries 0.343; number 7, H, carries 0.219; number 8, H, carries 0.402; number 9, H, carries 0.206

***

Energies relative to the most stable structure are version one 0.0; version two 120.6, reported in kJ/mol.